No. 1
Formula: C37H37As2F6I2N6NaO2P3S4
Source: OMol25
Level of theory: ωB97M-V/def2-TZVPD

## Properties
**Spin multiplicity**: 2
**LUMO energy (spin up / spin down)**: 3.46 / 3.06 eV
**E_HOMO (spin up / spin down)**: -2.429 / -2.320 eV
**Total charge**: -2
**Orbital gap (spin up / spin down)**: 0.2164 / 0.1978 Eh
**E**: -281824.04733 eV

Geometry as XYZ:
```
100
Properties=species:S:1:pos:R:3:forces:R:3
Na -0.3569 -1.1787 -2.2853 0.32 1.07 -0.11
C -0.5313 4.6839 -3.5487 0.16 0.24 0.24
N -0.7644 3.3490 -4.0188 -0.15 -0.30 -0.11
C -0.1656 2.7793 -5.1005 0.10 -0.20 -0.41
C -0.6232 1.4922 -5.1675 0.16 0.34 -0.41
N -1.4750 1.2591 -4.1456 -0.19 -0.10 0.53
C -1.5210 2.3732 -3.4481 -0.29 -0.01 -0.19
P -2.6574 2.6292 -2.0609 0.18 0.00 0.02
C -3.1782 0.8977 -1.8503 0.06 0.27 0.04
N -2.4154 -0.1338 -1.5768 0.00 0.12 -0.16
C -3.2423 -1.1774 -1.3476 -0.53 0.06 0.25
C -4.5393 -0.7792 -1.4982 -0.03 -0.25 0.19
N -4.4956 0.5440 -1.8178 0.14 -0.23 -0.02
C -5.6378 1.3649 -2.0944 -0.26 0.33 0.02
C -1.4791 2.7219 -0.6753 -0.31 -0.40 -0.07
N -0.8978 1.6661 -0.1574 0.00 0.00 -0.42
C -0.1596 2.1041 0.8771 0.01 0.34 0.16
C -0.3059 3.4538 1.0113 0.18 -0.18 0.28
N -1.1587 3.8434 0.0296 -0.05 -0.11 0.09
C -1.5207 5.2058 -0.2115 -0.05 0.43 -0.06
H -0.3390 5.3387 -4.3998 -0.05 -0.02 0.04
H 0.3282 4.7107 -2.8754 0.01 0.06 0.04
H -1.4155 5.0396 -3.0203 -0.02 0.05 -0.05
H 0.5313 3.3205 -5.7073 0.18 0.13 -0.08
H -0.4030 0.7298 -5.8911 0.12 -0.10 -0.06
H -2.8719 -2.1448 -1.0741 0.08 -0.25 -0.09
H -5.4625 -1.3209 -1.4359 -0.16 -0.06 -0.03
H -6.4758 0.7215 -2.3682 0.09 0.09 -0.01
H -5.4122 2.0390 -2.9217 -0.12 -0.04 0.07
H -5.9105 1.9577 -1.2145 -0.05 0.00 -0.14
H 0.4192 1.4255 1.4643 0.09 0.00 0.16
H 0.1318 4.1586 1.6816 0.20 0.25 0.19
H -1.9043 5.6509 0.7097 -0.02 0.02 -0.05
H -2.3020 5.2447 -0.9707 0.07 0.05 0.04
H -0.6336 5.7595 -0.5328 -0.11 0.04 -0.10
O -0.2174 -1.3692 -0.2786 -0.18 0.04 0.47
P -0.1429 -1.7705 1.1217 0.11 -0.63 1.25
C 1.5616 -2.0697 1.7473 -0.19 0.66 -0.26
P 2.6896 -0.6814 1.2658 0.60 -0.79 0.76
O 2.4435 -0.2837 -0.1143 -0.19 0.57 -0.43
C 2.5997 0.7132 2.4262 0.12 -0.38 -0.14
C 2.7615 1.9747 1.8654 0.03 -0.09 -0.09
C 2.7889 3.0982 2.6729 0.01 -0.02 0.07
C 2.6799 2.9526 4.0459 0.07 0.05 0.04
C 2.5467 1.6916 4.6101 0.01 -0.06 0.24
C 2.5093 0.5703 3.8031 -0.05 0.02 -0.06
C 4.3486 -1.3870 1.5727 -0.35 0.18 0.18
C 5.1778 -0.9608 2.6019 -0.06 0.06 0.08
C 6.4292 -1.5281 2.7661 0.19 0.05 0.17
C 6.8676 -2.5094 1.8925 0.06 -0.07 0.01
C 6.0495 -2.9291 0.8559 0.11 -0.04 0.11
C 4.7920 -2.3745 0.7034 -0.08 -0.19 -0.21
C -0.9921 -0.6409 2.2732 0.17 -0.38 -0.21
C -0.6407 -0.4577 3.6022 0.03 -0.04 -0.08
C -1.3735 0.4085 4.3953 0.09 0.01 0.21
C -2.4698 1.0755 3.8724 -0.06 0.00 -0.02
C -2.8504 0.8560 2.5583 -0.10 -0.06 0.09
C -2.1146 -0.0021 1.7623 -0.02 -0.11 -0.03
C -0.9872 -3.3619 1.3994 0.18 0.42 0.04
C -2.0556 -3.4897 2.2734 0.00 0.07 0.08
C -2.6943 -4.7086 2.4069 -0.12 -0.14 0.09
C -2.2640 -5.8004 1.6719 -0.06 -0.07 0.04
C -1.2077 -5.6706 0.7843 0.04 -0.08 -0.03
C -0.5740 -4.4500 0.6415 0.11 -0.03 -0.06
H 1.9312 -2.9103 1.1416 -0.03 0.16 0.04
H 1.5958 -2.3507 2.7999 -0.05 0.05 0.06
H 2.8395 2.0741 0.7914 -0.02 0.03 -0.12
H 2.8888 4.0681 2.2080 0.04 0.10 -0.05
H 2.7250 3.8215 4.6871 -0.05 0.10 0.06
H 2.4896 1.5765 5.6840 -0.04 0.04 0.09
H 2.4320 -0.4180 4.2371 -0.02 -0.05 0.10
H 4.8495 -0.1850 3.2779 0.05 0.07 0.03
H 7.0683 -1.1956 3.5764 0.00 0.01 -0.02
H 7.8479 -2.9487 2.0243 0.07 0.00 -0.02
H 6.3933 -3.6822 0.1603 -0.03 -0.02 -0.05
H 4.1471 -2.7075 -0.1011 0.00 0.03 -0.11
H 0.2017 -0.9899 4.0193 0.06 0.02 0.06
H -1.0835 0.5608 5.4259 0.02 0.05 0.07
H -3.0336 1.7594 4.4928 -0.02 0.03 0.05
H -3.7217 1.3504 2.1539 -0.05 0.09 -0.07
H -2.3705 -0.1747 0.7308 -0.08 0.10 -0.12
H -2.3872 -2.6325 2.8427 -0.06 0.00 0.05
H -3.5316 -4.8044 3.0840 -0.06 -0.03 0.05
H -2.7562 -6.7556 1.7888 -0.06 -0.07 -0.02
H -0.8826 -6.5188 0.1994 0.02 -0.04 -0.07
H 0.2364 -4.3266 -0.0642 0.09 -0.01 -0.17
S 4.8421 -0.4387 -2.0831 0.21 -0.20 -0.62
As 3.0803 -1.3594 -2.8102 1.19 -1.83 1.26
S 2.2847 -2.9844 -1.6656 -0.15 -0.16 -0.45
S 1.5871 0.0573 -3.3318 -1.11 -0.82 -1.98
S 3.6600 -2.2199 -4.6875 0.50 0.05 -0.35
I 2.1788 1.9335 -2.2131 0.15 1.95 0.56
I 2.4921 4.6317 -0.9679 0.27 1.40 0.63
F -1.3348 -2.8075 -2.8210 -0.90 -0.61 -0.71
As -2.0999 -2.6642 -4.4071 -1.41 -1.64 -1.75
F -1.3919 -4.2162 -4.8426 -0.16 0.67 0.30
F -3.5121 -3.5324 -3.7583 0.69 0.36 -0.23
F -2.8281 -2.6228 -6.0319 0.35 -0.09 0.76
F -2.9538 -1.1903 -4.0914 0.56 -0.32 0.19
F -0.7023 -1.8230 -5.0004 -0.19 0.02 0.42
```
Positions in Å, forces in eV/Å.

=====

No. 2
Formula: C37H37BBrHgN10O3
Source: OMol25
Level of theory: ωB97M-V/def2-TZVPD

## Properties
**Spin multiplicity**: 2
**ΔE to the lowest compared entry with this formula, charge and spin**: 0.0 kcal per mole
**LUMO energy (spin up / spin down)**: 4.17 / 4.17 eV
**E_HOMO (spin up / spin down)**: -0.218 / -1.077 eV
**Total charge**: -2
**Orbital gap (spin up / spin down)**: 0.1612 / 0.1927 Eh
**E**: -134907.81629 eV

Geometry as XYZ:
```
90
Properties=species:S:1:pos:R:3:forces:R:3
Hg -0.2072 -0.3986 0.6007 0.25 0.07 -0.28
O -0.4986 1.7556 4.4434 0.00 0.02 0.00
C -0.1774 1.2285 3.3584 -0.02 -0.08 -0.08
N -0.9789 0.8626 2.3772 0.15 0.10 0.28
C -2.3700 1.0420 2.6768 0.14 -0.03 0.01
C -3.2924 0.3310 1.7204 -0.09 -0.02 0.04
C -4.6748 0.4756 1.8668 0.03 0.01 0.00
C -5.5160 -0.1689 0.9847 0.01 -0.07 -0.03
C -4.9639 -0.9513 -0.0245 0.00 0.04 0.04
C -3.5862 -1.0526 -0.0877 -0.12 -0.06 -0.13
N -2.7763 -0.4280 0.7653 -0.20 0.15 -0.13
C 1.3011 0.9161 3.1536 -0.02 -0.01 0.00
C 2.2230 1.3745 4.0875 0.06 0.05 0.07
C 3.5585 1.0551 3.9185 -0.05 0.00 -0.04
C 3.9374 0.2919 2.8223 0.00 0.03 0.04
C 2.9559 -0.1209 1.9368 0.00 -0.03 -0.11
N 1.6729 0.1802 2.1104 -0.03 0.01 0.14
H -2.6392 2.1065 2.6912 -0.04 0.05 -0.01
H -2.5927 0.6831 3.6905 -0.03 -0.01 0.04
H -5.0657 1.0918 2.6687 0.02 0.00 -0.02
H -6.5910 -0.0719 1.0827 0.00 0.02 -0.02
H -5.5854 -1.4670 -0.7444 0.03 -0.02 0.02
H -3.0989 -1.6569 -0.8475 -0.10 0.10 0.06
H 1.8587 1.9632 4.9171 0.00 -0.01 -0.01
H 4.2998 1.4021 4.6287 0.00 0.00 0.01
H 4.9722 0.0270 2.6500 0.00 -0.01 -0.01
H 3.1853 -0.6984 1.0497 -0.04 0.01 0.01
B -1.8626 -4.1570 0.4990 0.14 -0.03 0.06
N -1.6408 -3.4194 1.8557 -0.06 0.01 -0.07
C -2.1628 -3.8976 2.9992 0.01 0.05 0.03
C -1.6999 -3.1271 4.0489 -0.02 -0.01 -0.01
C -0.8872 -2.1712 3.4269 0.01 -0.08 0.01
N -0.8532 -2.3629 2.1118 0.04 -0.12 0.18
N -1.4171 -3.3824 -0.7924 -0.01 -0.02 -0.06
C -1.6350 -3.9220 -2.0046 0.00 0.06 0.00
C -1.1268 -3.0738 -2.9698 -0.01 -0.04 0.01
C -0.5938 -2.0086 -2.2368 -0.04 -0.03 -0.05
N -0.7756 -2.2046 -0.9331 0.08 -0.18 0.01
H -3.0586 -4.3766 0.4000 0.04 -0.01 0.00
H -1.2413 -5.2094 0.5261 -0.01 0.05 -0.03
H -2.8210 -4.7521 2.9844 0.01 0.02 -0.03
H -1.9260 -3.2298 5.0975 0.00 0.00 -0.03
H -0.3367 -1.3598 3.8760 -0.01 0.01 -0.05
H -2.1299 -4.8768 -2.0919 0.01 0.03 0.03
H -1.1323 -3.2101 -4.0385 0.00 0.02 0.03
H -0.0890 -1.1220 -2.5884 -0.02 -0.03 0.05
Br 0.7206 8.8108 -0.8078 0.01 -0.03 -0.03
C 0.7722 7.4583 -2.1644 0.05 0.01 0.05
C 1.6193 6.3666 -2.0257 -0.07 -0.01 -0.07
C 1.6497 5.3853 -2.9996 -0.06 -0.02 0.00
C 0.8331 5.4639 -4.1661 0.21 -0.15 0.01
C -0.0069 6.6055 -4.2625 -0.03 0.09 0.07
C -0.0416 7.5786 -3.2835 -0.01 -0.07 -0.09
N 0.8658 4.6148 -5.2235 -0.24 -0.10 0.15
N 1.4258 3.4044 -5.1671 0.07 0.03 -0.15
C 1.3161 2.5400 -4.1030 -0.04 0.01 0.14
C 2.2728 1.5178 -4.0431 -0.07 0.18 0.03
C 2.3647 0.6122 -2.9901 -0.01 -0.06 0.06
C 1.4852 0.6184 -1.9018 0.13 -0.04 0.02
O 1.6021 -0.2057 -0.8988 -0.10 0.04 -0.01
C 0.4012 1.5632 -1.9970 -0.06 -0.01 -0.03
N -0.5396 1.4947 -1.0188 -0.09 0.10 -0.07
C -1.5958 2.2695 -1.0748 0.01 -0.07 0.05
C -1.8432 3.1319 -2.1490 0.05 0.01 -0.09
C -0.9079 3.2211 -3.1523 -0.09 0.09 0.13
C 0.2870 2.4833 -3.0858 0.10 -0.05 -0.06
H 2.2488 6.2811 -1.1483 0.01 -0.02 -0.02
H 2.3153 4.5411 -2.8816 0.00 0.00 0.02
H -0.6337 6.6950 -5.1429 0.02 0.00 0.00
H -0.6985 8.4344 -3.3833 -0.01 -0.01 -0.01
H 2.9924 1.4880 -4.8540 0.02 0.00 0.03
H 3.1525 -0.1346 -2.9829 0.01 0.02 -0.01
H -2.2951 2.2003 -0.2448 0.00 -0.06 -0.04
H -2.7576 3.7099 -2.1833 0.01 0.01 0.01
H -1.0888 3.8591 -4.0049 0.07 0.05 -0.03
C 2.0652 -4.4405 -1.0527 -0.02 0.03 0.05
C 2.5225 -3.2272 -0.2571 -0.10 -0.11 -0.05
O 2.0884 -3.2569 1.0941 0.07 0.09 -0.05
C 2.7487 -4.1974 1.8973 -0.02 -0.01 0.02
C 2.2840 -4.0056 3.3250 -0.04 0.04 -0.01
H 2.2881 -4.2838 -2.1106 -0.01 -0.03 0.01
H 0.9852 -4.5624 -0.9422 0.04 0.00 -0.03
H 2.5572 -5.3619 -0.7300 -0.01 0.00 -0.03
H 2.0988 -2.3205 -0.6864 0.02 0.05 0.03
H 3.6199 -3.1373 -0.2872 0.02 0.00 0.02
H 3.8394 -4.0548 1.8231 0.03 0.01 -0.01
H 2.5307 -5.2210 1.5649 0.01 -0.03 -0.01
H 2.4338 -2.9658 3.6245 0.01 -0.04 0.02
H 2.8427 -4.6586 4.0009 -0.03 0.01 0.00
H 1.2185 -4.2248 3.4101 0.03 0.02 0.01
```
Positions in Å, forces in eV/Å.